(1)
10
Properties=species:S:1:pos:R:3:forces:R:3:nbo_charge:R:1 method="wB97M-V/def2-TZVPD" gap_ev="8.8378 / 9.2645" e_tot_ha=-490.744669 e_homo_ev="-9.2 / -9.5" mol_weight_g_mol=112.05 spin_multiplicity=1
C -2.020 -0.863 0.630 0.816 -2.702 0.006 -0.661
C -1.875 0.389 0.338 -1.341 0.622 0.875 0.484
C 1.291 0.200 -0.513 1.276 2.763 0.393 0.913
O 2.066 1.170 -1.134 0.155 -0.752 1.270 -0.741
F -1.045 1.172 -0.251 0.393 0.091 -0.617 -0.293
F 1.634 -1.016 -0.849 0.095 -0.637 0.531 -0.314
F 1.198 0.414 0.852 0.437 -0.914 -1.636 -0.355
H -1.254 -1.685 0.279 -1.440 1.625 0.677 0.225
H -2.888 -1.207 1.265 1.126 0.535 -0.958 0.249
H 2.893 1.426 -0.618 -1.516 -0.632 -0.542 0.494

(2)
13
Properties=species:S:1:pos:R:3:forces:R:3:nbo_charge:R:1 method="wB97M-V/def2-TZVPD" gap_ev="7.7509 / 7.7487" e_tot_ha=-286.417402 e_homo_ev="-7.9 / -7.9" mol_weight_g_mol=85.11 spin_multiplicity=1
C -0.519 -0.748 -1.686 -0.167 -0.073 -0.005 -0.586
C -0.701 -0.457 -0.332 0.305 -0.202 -0.128 0.463
N -0.388 -1.044 0.757 -0.101 0.090 -0.255 -0.516
C 0.286 -0.043 1.598 0.155 0.134 0.105 -0.315
C 0.398 1.099 0.615 -0.122 0.002 0.010 0.275
O -0.570 1.020 -0.240 0.127 0.067 0.129 -0.445
H -0.265 -1.771 -1.942 -0.023 0.154 0.037 0.230
H 1.072 -0.087 -1.219 -0.130 0.005 0.117 0.121
H -1.018 -0.140 -2.436 0.102 -0.078 0.163 0.226
H -0.304 0.230 2.491 0.071 -0.010 -0.150 0.198
H 1.265 -0.391 1.941 -0.140 0.062 -0.040 0.212
H 1.491 0.333 -0.563 -0.064 -0.003 0.031 -0.081
H 0.877 2.066 0.743 -0.015 -0.148 -0.014 0.218

The records above yield energy above the lowest of the compared OMol25 structures with the same formula, charge and spin values of 129.3 134.4 kcal per mole, respectively.